Record 1
Molecular formula: C33H56N22O17
Method: DFT, ωB97M-V/def2-TZVPD

The calculation puts the LUMO energy at -1.23 eV. Its calculated total energy is -102717.26457 eV.

```
128
Properties=species:S:1:pos:R:3:forces:R:3:lowdin_charge:R:1
C -2.4954 1.2957 4.8593 0.32 -0.62 1.73 -0.076
C -3.2031 2.4057 4.4528 0.14 0.28 -0.23 -0.053
C -4.1410 2.2553 3.4370 0.06 1.76 -0.13 -0.014
C -4.3620 1.0155 2.9373 -1.37 -0.79 -0.20 -0.182
C -3.6995 -0.0860 3.3957 -0.17 -1.43 -0.28 -0.050
C -2.7892 0.0056 4.4154 0.63 0.16 -0.47 -0.047
N -5.4363 0.7541 1.9241 1.61 2.44 -2.08 -0.287
O -5.6278 -0.3853 1.5704 -0.71 0.42 0.32 0.073
O -5.8566 1.7821 1.3116 0.19 -2.20 1.35 0.010
H -1.7608 1.3964 5.6578 -0.06 0.08 -0.26 0.106
H -3.0077 3.3766 4.9279 -0.08 -0.45 -0.50 0.121
H -4.5978 3.1185 2.9625 -0.28 -0.14 0.35 0.122
H -3.8984 -1.0062 2.8664 -0.02 -0.23 0.38 0.096
H -2.2693 -0.9030 4.7585 -0.14 0.77 -0.07 0.121
C 6.1250 -2.0445 1.1705 0.77 -2.62 0.28 -0.045
C 6.8616 -3.1962 1.6125 -0.63 1.48 0.93 -0.057
C 8.0795 -3.0769 2.3108 0.26 -0.58 -0.71 -0.027
C 8.6281 -1.8051 2.4661 -0.83 0.60 -0.68 -0.122
C 7.9708 -0.6617 1.8994 1.39 -1.85 0.20 -0.005
C 6.7735 -0.8215 1.2005 -0.87 0.41 0.88 -0.075
N 9.9903 -1.6458 3.1267 -1.28 -0.04 -1.34 -0.366
O 10.5276 -2.6291 3.5668 0.01 -0.46 0.38 0.079
O 10.4796 -0.5447 3.0751 0.21 0.59 0.28 0.071
H 5.0844 -2.2456 0.8016 1.33 0.72 0.07 0.103
H 6.3853 -4.1626 1.5984 0.02 -0.20 -0.30 0.095
H 8.6363 -4.0063 2.5847 -0.56 1.12 0.07 0.129
H 8.5639 0.2338 1.9326 -0.34 0.53 0.04 0.105
H 6.1741 0.0048 0.8390 0.44 0.39 -0.14 0.086
C 5.5173 -0.1749 4.5310 1.85 0.87 0.10 -0.096
C 4.7583 0.8705 4.1068 -0.74 0.61 0.06 -0.061
C 3.3801 0.7577 4.2663 -0.08 0.83 -0.92 -0.007
C 2.8178 -0.4150 4.7185 -0.55 -0.75 0.31 -0.124
C 3.6069 -1.5135 5.1062 -0.21 0.73 -0.50 0.007
C 4.9656 -1.3256 5.0041 0.42 -1.72 0.86 -0.077
N 1.3194 -0.5477 4.7682 -0.23 0.92 0.10 -0.322
O 0.8776 -1.6743 4.8706 0.06 0.03 -0.03 0.057
O 0.6028 0.4602 4.7095 1.26 -1.02 -0.05 0.051
H 6.5874 0.0171 4.5750 -0.03 -0.59 -0.22 0.117
H 5.2534 1.7685 3.7085 -0.53 -0.40 0.25 0.123
H 2.7799 1.5955 3.9370 -0.42 -0.21 0.19 0.108
H 3.2773 -2.4776 5.4620 -0.62 0.24 -0.03 0.120
H 5.6131 -2.1400 5.3536 -0.19 0.40 -0.22 0.123
C 2.0047 -1.7724 0.4079 0.30 0.12 -0.20 -0.017
C 1.0919 -1.7837 1.4550 -0.72 0.48 0.07 -0.054
C -0.1268 -1.1114 1.3630 1.85 0.39 -1.60 0.028
C -0.3174 -0.4061 0.1602 -0.07 -1.45 1.04 -0.200
C 0.6079 -0.3008 -0.8501 0.41 0.56 -0.97 -0.001
C 1.8020 -0.9793 -0.7455 0.28 -0.45 1.67 -0.031
N -1.6078 0.0620 -0.1588 -1.65 1.34 0.32 -0.333
O -1.8450 0.3638 -1.3064 -0.49 0.06 -0.02 0.077
O -2.4485 0.1985 0.7593 0.53 -0.22 -0.58 0.004
H 2.9183 -2.3631 0.5396 -0.29 0.42 -0.32 0.098
H 1.2871 -2.2452 2.4070 0.32 -0.47 0.00 0.091
H -0.7526 -1.0762 2.2082 -1.07 0.04 0.55 0.094
H 0.3449 0.3714 -1.6880 0.48 -0.64 0.47 0.123
H 2.6296 -0.8299 -1.4093 -0.11 -0.02 -0.35 0.062
C 3.5895 -2.2532 -3.0667 -0.45 1.19 -1.14 -0.693
O 4.1326 -2.6742 -2.0877 1.11 -0.41 1.22 0.050
N 2.8422 -3.0536 -3.8731 0.18 -2.35 1.03 0.170
N 3.5020 -0.8989 -3.4173 -0.21 -0.19 -0.42 0.141
H 2.6062 -2.9093 -4.8178 -0.16 0.88 -1.01 0.071
H 3.0235 -4.0417 -3.6710 -0.40 0.64 0.01 0.118
H 4.3591 -0.3716 -3.5863 -0.43 -0.43 0.27 0.117
H 2.7931 -0.8285 -4.1411 0.49 0.74 -0.33 0.055
C -2.9543 -2.1631 -3.3956 1.35 0.80 0.20 -0.608
O -2.9401 -1.1560 -4.1284 -0.43 -0.89 0.32 -0.030
N -1.7931 -2.4386 -2.6788 -1.10 -0.29 -0.69 0.180
N -4.0651 -2.9889 -3.3271 0.05 2.17 -0.56 0.158
H -1.7196 -2.7974 -1.7449 -0.67 -0.68 0.09 0.058
H -1.0589 -1.8185 -2.9358 0.42 0.49 -0.05 0.054
H -4.7452 -2.5958 -3.9983 0.39 -0.79 0.60 0.106
H -3.9141 -3.9656 -3.3436 0.15 -0.90 0.19 0.084
C -0.5973 3.6055 0.5691 -0.05 0.14 0.37 -0.678
O 0.3335 4.3823 0.3987 0.24 0.54 -0.70 0.007
N -0.4777 2.5997 1.4678 0.36 0.01 0.27 0.191
N -1.8150 3.6659 0.0073 -0.61 -1.08 0.62 0.203
H -1.1249 1.8339 1.4759 0.08 -0.24 0.20 0.061
H 0.4955 2.4685 1.6455 0.39 -0.73 0.54 0.081
H -2.4410 2.8980 0.2522 0.04 0.73 -0.54 0.091
H -2.0467 4.3248 -0.6879 -0.29 0.62 -0.76 0.058
C -0.5101 3.9321 -3.3399 2.12 0.51 2.07 -0.684
O 0.5541 3.3396 -3.1387 -0.03 0.06 -0.38 -0.008
N -0.6774 5.1880 -2.7875 -0.29 -0.88 -0.94 0.169
N -1.5232 3.3084 -3.9256 -3.17 0.27 -2.02 0.168
H -0.0062 5.3213 -2.0638 0.24 0.52 0.51 0.080
H -1.5264 5.7289 -2.8209 -0.05 -0.23 0.10 0.089
H -2.3474 3.8771 -4.1839 0.71 -0.44 0.42 0.118
H -1.3170 2.6415 -4.6612 0.29 0.03 0.42 0.099
C 0.4277 -0.7790 -5.4109 -2.47 -1.47 -0.68 -0.658
O 1.4608 -0.5200 -5.9688 1.66 0.73 0.13 0.025
N -0.2793 0.0606 -4.5978 0.80 0.28 0.27 0.183
N -0.1478 -2.0584 -5.6881 -0.66 0.75 0.61 0.135
H -1.2399 -0.0616 -4.3079 -0.15 -0.55 -0.13 0.056
H 0.1902 0.9042 -4.2882 0.05 -0.14 -0.13 0.085
H -1.1241 -2.2235 -5.4326 0.43 0.41 0.13 0.066
H -0.0071 -2.3245 -6.6498 0.37 0.04 -0.01 0.088
C -4.7681 4.3747 -1.3673 -1.34 0.09 0.09 -0.653
O -4.0240 5.0976 -2.0054 0.87 0.11 -0.17 -0.002
N -5.8053 4.9686 -0.6384 1.22 -0.84 -0.33 0.154
N -4.6807 2.9911 -1.5172 0.25 0.96 -0.03 0.165
H -5.5552 5.9147 -0.3416 -0.41 -0.69 -0.08 0.112
H -6.3157 4.3636 -0.0197 -0.13 0.19 0.33 0.079
H -4.9584 2.2797 -0.8466 -0.03 0.56 0.01 0.071
H -3.8516 2.8308 -2.0814 -0.21 -0.58 0.23 0.084
C -7.3429 -0.8017 -3.5093 0.06 1.04 0.50 -0.707
O -8.2684 -0.8410 -4.2924 -0.31 -0.42 -0.66 0.025
N -7.0352 -1.8414 -2.7026 -1.21 -0.91 -1.33 0.166
N -6.6100 0.3494 -3.3877 -1.25 0.31 -1.24 0.155
H -6.4114 -1.8832 -1.9717 1.72 0.37 1.48 0.058
H -7.3883 -2.7175 -3.0226 -0.36 -0.29 0.06 0.102
H -7.1072 1.0811 -3.9224 1.05 -0.32 0.90 0.123
H -5.9442 0.5300 -2.6732 0.27 0.24 0.28 0.068
C 3.3917 2.1223 0.0355 -1.35 -0.02 0.78 -0.643
O 4.0705 1.1289 0.1687 1.19 -0.43 0.11 0.012
N 2.7207 2.3797 -1.1405 0.17 0.82 1.41 0.178
N 3.0693 2.9244 1.1548 0.43 -0.11 -0.03 0.134
H 3.1269 2.0275 -1.9876 -0.11 -0.04 -0.05 0.100
H 2.1678 3.2227 -1.1551 -0.12 -0.02 -0.60 0.066
H 3.6273 2.7663 2.0343 -1.03 0.33 -1.86 0.099
H 2.4906 3.7668 1.0357 0.52 -0.59 0.24 0.075
C -3.5542 -4.2178 0.4336 0.11 -0.16 0.26 -0.608
O -2.7820 -4.2082 -0.5278 -0.51 -0.30 0.83 0.001
N -3.9998 -3.0300 0.9861 0.25 -1.93 -0.12 0.162
N -4.0083 -5.4194 1.0040 0.13 1.80 -1.14 0.153
H -4.8769 -3.0267 1.4943 0.58 0.64 -0.09 0.099
H -3.3859 -2.2689 0.7475 -0.75 0.57 0.18 0.077
H -4.2844 -5.5691 1.9472 -0.10 0.39 0.45 0.086
H -3.6977 -6.2061 0.4982 0.33 -0.87 -0.37 0.080
```
Forces are in eV/Å.


Record 2
Molecular formula: C33H56N2OSSi
Method: DFT, ωB97M-V/def2-TZVPD

The calculation puts the LUMO energy at 0.59 eV. Its calculated total energy is -58871.69735 eV. Its structure (SMILES) is CCCCCCCCCCCCCCc1ccc2c(c1)Nc1cccc([Si](C)(C)C)c1S2.COC[C@@H](C)N.

```
94
Properties=species:S:1:pos:R:3:forces:R:3:lowdin_charge:R:1
C 3.0917 -1.2868 1.5047 0.09 -0.02 -0.06 -0.102
C 3.8252 -2.5856 1.1388 0.10 -0.06 -0.03 -0.257
C 3.9589 -2.7970 -0.3742 -0.02 0.13 0.14 -0.218
C 5.1681 -2.0665 -0.9819 -0.09 0.00 -0.03 -0.209
C 4.9338 -1.5076 -2.3916 -0.12 -0.06 0.05 -0.206
C 4.2799 -0.1136 -2.4094 -0.02 -0.11 -0.07 -0.207
C 2.7833 -0.1248 -2.7421 0.16 0.12 0.05 -0.210
C 2.0403 1.1578 -2.3218 0.01 -0.06 0.00 -0.193
C 0.9835 0.9191 -1.2339 0.17 0.01 0.02 -0.201
C -0.2110 1.8638 -1.2712 0.05 -0.09 0.05 -0.210
C 0.1498 3.3468 -1.2053 -0.03 -0.13 -0.23 -0.192
C -1.0475 4.2760 -0.9876 0.16 0.14 0.08 -0.189
C -1.8241 4.0223 0.3132 -0.09 -0.08 -0.04 -0.189
C -3.3600 4.0093 0.1565 0.05 -0.25 0.02 -0.137
C -3.7886 2.5968 -0.1458 -0.09 -0.04 -0.01 -0.234
C -4.2751 1.7687 0.8609 0.03 -0.04 0.16 -0.044
C -4.4164 0.4057 0.6521 0.03 -0.07 -0.02 -0.082
C -4.0830 -0.1504 -0.5740 -0.07 0.01 0.10 -0.455
C -3.6321 0.6704 -1.5976 -0.09 0.00 -0.10 -0.261
C -3.5135 2.0358 -1.3832 0.03 -0.02 -0.15 0.008
N -3.2521 0.0847 -2.8255 0.36 0.16 0.13 0.097
C -2.4069 -1.0463 -2.7298 -0.02 0.06 -0.14 -0.266
C -1.2948 -1.1662 -3.5546 -0.12 0.06 0.06 -0.031
C -0.4871 -2.2852 -3.4617 -0.01 0.16 -0.11 -0.087
C -0.7664 -3.2605 -2.5225 0.05 -0.03 0.06 -0.111
C -1.8624 -3.1587 -1.6575 0.08 -0.06 0.01 -0.243
Si -2.0556 -4.5931 -0.4330 0.16 -0.11 -0.05 0.521
C -2.8136 -4.1162 1.2074 -0.30 0.20 -0.17 -0.203
C -0.3147 -5.2238 -0.0756 -0.25 0.32 0.14 -0.180
C -3.0013 -5.9630 -1.2870 0.19 -0.07 0.05 -0.173
C -2.6959 -2.0476 -1.8054 -0.02 -0.17 0.06 -0.436
S -4.2033 -1.8812 -0.8869 -0.05 -0.04 -0.04 1.038
H 3.0511 -0.6116 0.6471 0.03 0.05 0.00 0.050
H 3.5835 -0.7530 2.3175 -0.04 0.00 0.06 0.067
H 2.0650 -1.4862 1.8118 -0.05 0.03 -0.05 0.069
H 4.8259 -2.5746 1.5785 0.02 -0.07 -0.01 0.101
H 3.3122 -3.4424 1.5781 -0.04 0.03 0.06 0.097
H 3.0429 -2.4406 -0.8529 -0.06 -0.11 0.00 0.090
H 4.0382 -3.8656 -0.5842 -0.05 0.01 -0.12 0.107
H 5.4554 -1.2452 -0.3182 0.04 0.04 -0.03 0.105
H 6.0172 -2.7526 -1.0029 0.03 -0.01 0.07 0.106
H 4.2860 -2.2018 -2.9376 0.08 -0.05 -0.08 0.109
H 5.8795 -1.4893 -2.9342 0.04 0.08 0.02 0.101
H 4.7920 0.5108 -3.1446 0.00 0.13 0.07 0.109
H 4.4248 0.3647 -1.4360 0.03 0.02 0.02 0.102
H 2.3257 -0.9891 -2.2570 -0.10 0.00 -0.04 0.080
H 2.6752 -0.2716 -3.8196 -0.04 -0.15 0.01 0.110
H 2.7754 1.8833 -1.9639 -0.04 0.11 -0.05 0.108
H 1.5679 1.6190 -3.1932 -0.07 -0.04 -0.03 0.106
H 1.4523 0.9942 -0.2468 0.05 -0.05 0.01 0.094
H 0.6262 -0.1101 -1.3232 -0.13 0.00 0.02 0.099
H -0.7848 1.6557 -2.1817 -0.01 0.11 -0.04 0.101
H -0.8657 1.5998 -0.4386 -0.07 -0.03 -0.02 0.102
H 0.8998 3.5077 -0.4251 -0.05 0.00 0.09 0.105
H 0.6239 3.6186 -2.1535 0.11 0.09 0.09 0.110
H -0.6847 5.3076 -0.9661 0.00 -0.01 -0.11 0.110
H -1.7018 4.2224 -1.8624 -0.05 -0.10 0.07 0.097
H -1.5611 3.0401 0.7065 0.15 0.07 0.14 0.087
H -1.5104 4.7367 1.0740 -0.04 0.09 -0.03 0.106
H -3.8248 4.3158 1.0937 -0.09 0.15 -0.07 0.107
H -3.6785 4.6771 -0.6450 -0.02 0.17 0.09 0.116
H -4.4950 2.1840 1.8374 -0.02 0.02 -0.01 0.110
H -4.7611 -0.2485 1.4437 -0.01 0.06 0.03 0.106
H -3.1248 2.6593 -2.1803 -0.03 -0.02 -0.02 0.116
H -2.8229 0.7810 -3.4212 -0.17 -0.02 -0.14 0.121
H -1.0769 -0.3824 -4.2710 0.03 0.02 -0.02 0.115
H 0.3716 -2.3745 -4.1133 0.04 -0.05 -0.01 0.105
H -0.0981 -4.1091 -2.4558 -0.01 -0.05 0.05 0.091
H -2.6194 -4.8752 1.9650 0.11 -0.03 0.02 0.029
H -3.8944 -3.9989 1.1161 0.03 -0.03 0.05 0.006
H -2.4254 -3.1518 1.5418 0.06 -0.06 0.10 0.032
H 0.0824 -5.8766 -0.8503 0.06 -0.04 0.00 0.030
H 0.3521 -4.3676 0.0521 0.11 -0.06 -0.04 0.027
H -0.3354 -5.7559 0.8766 0.06 -0.16 -0.05 0.029
H -2.4450 -6.2398 -2.1864 -0.07 0.00 -0.04 0.032
H -3.0305 -6.8465 -0.6443 -0.11 -0.01 -0.01 0.032
H -4.0155 -5.6988 -1.5822 -0.05 0.04 0.04 0.030
C 0.5848 1.9666 5.5703 -0.01 -0.03 0.02 -0.068
C -0.4573 2.9491 5.0474 0.06 0.00 0.04 -0.434
C -0.6419 2.9099 3.5257 -0.10 0.02 -0.02 -0.216
O 0.3910 3.5357 2.7907 0.11 -0.04 0.00 -0.196
C 1.5283 2.7338 2.5349 -0.02 0.06 -0.06 -0.100
N -0.1454 4.2892 5.5474 -0.05 0.01 -0.11 0.040
H 1.5980 2.3146 5.3678 0.00 0.01 -0.03 0.065
H 0.4888 1.8629 6.6502 0.01 0.03 0.01 0.076
H 0.4641 0.9806 5.1177 0.00 0.00 -0.01 0.078
H -1.4238 2.6626 5.4746 -0.03 -0.02 -0.03 0.135
H -1.5522 3.4633 3.2772 0.03 0.03 -0.02 0.113
H -0.7814 1.8784 3.1737 0.01 -0.02 0.04 0.123
H 1.2478 1.6875 2.3739 0.01 -0.02 0.00 0.086
H 2.2601 2.7852 3.3449 -0.02 -0.05 0.02 0.077
H 1.9968 3.1136 1.6268 0.00 0.00 0.01 0.079
H -0.8995 4.9278 5.3148 -0.01 -0.02 0.05 0.071
H 0.6623 4.6377 5.0390 0.03 -0.01 0.04 0.070
```
Forces are in eV/Å.